(1)
{"formula": "C18H43N2O11P", "method": "ωB97M-V/def2-TZVPD", "species": ["C", "N", "C", "O", "P", "O", "O", "O", "C", "C", "O", "N", "C", "C", "H", "H", "H", "H", "H", "H", "H", "H", "H", "H", "H", "H", "H", "H", "H", "C", "O", "C", "C", "O", "C", "C", "O", "C", "H", "H", "H", "H", "H", "H", "H", "H", "H", "H", "H", "H", "H", "H", "C", "O", "C", "C", "O", "C", "C", "O", "C", "H", "H", "H", "H", "H", "H", "H", "H", "H", "H", "H", "H", "H", "H"], "coordinates": [[-4.1746, 0.4811, 2.7018], [-3.5665, -0.4139, 1.7083], [-2.4214, 0.2096, 1.0983], [-1.7957, -0.6403, 0.1370], [-2.4601, -1.0641, -1.2333], [-1.5374, -1.0052, -2.3708], [-3.7614, -0.1484, -1.3997], [-3.1429, -2.4529, -0.9315], [-2.6400, -3.6579, -1.5112], [-1.2504, -3.9856, -0.9778], [-1.0786, -4.1025, 0.2108], [-0.2431, -4.0750, -1.9145], [1.0796, -4.1984, -1.3050], [-0.5037, -5.0316, -2.9993], [-4.8327, 1.2295, 2.2488], [-3.3907, 1.0086, 3.2460], [-4.7417, -0.1062, 3.4212], [-4.2603, -0.5856, 0.9889], [-1.6715, 0.3723, 1.8727], [-2.6349, 1.1840, 0.6322], [-3.4747, 0.7037, -1.7669], [-3.3174, -4.4407, -1.1689], [-2.6691, -3.6152, -2.5977], [1.1491, -3.4522, -0.5176], [1.2697, -5.1899, -0.8885], [1.8241, -3.9517, -2.0619], [0.4511, -5.3131, -3.4371], [-1.0230, -5.9279, -2.6538], [-1.0918, -4.5720, -3.7953], [3.9974, 0.2578, 1.4201], [4.5521, -0.8715, 2.0557], [4.8656, -0.7267, 3.4260], [4.2316, -1.7826, 4.3066], [2.8211, -1.7623, 4.3752], [2.0618, -2.1490, 3.2454], [2.0956, -3.6177, 2.8862], [3.3745, -4.0730, 2.4832], [3.8870, -5.1873, 3.1767], [4.7733, 0.8601, 0.9369], [3.3042, -0.0918, 0.6532], [3.4467, 0.8888, 2.1238], [4.5808, 0.2674, 3.7870], [5.9527, -0.8247, 3.5443], [4.5570, -1.5550, 5.3258], [4.6149, -2.7761, 4.0631], [2.2932, -1.5311, 2.3750], [1.0266, -1.9338, 3.5229], [1.4013, -3.7490, 2.0465], [1.7135, -4.2121, 3.7226], [3.4665, -5.2683, 4.1829], [4.9684, -5.0683, 3.2646], [3.6861, -6.1161, 2.6330], [-0.1279, 6.5644, -0.0575], [-1.0717, 6.4035, -1.0928], [-0.7073, 6.9262, -2.3546], [-0.7959, 5.9136, -3.4758], [0.0974, 4.8219, -3.3944], [-0.0877, 3.8371, -2.3986], [-1.2927, 2.9394, -2.5705], [-2.5349, 3.6146, -2.4605], [-3.4225, 3.4676, -3.5482], [-0.3285, 7.4708, 0.5221], [-0.2071, 5.7043, 0.6093], [0.8940, 6.6105, -0.4441], [0.3025, 7.3487, -2.3235], [-1.4004, 7.7395, -2.6060], [-0.4937, 6.4444, -4.3826], [-1.8273, 5.5866, -3.6265], [-0.0616, 4.2664, -1.3943], [0.7847, 3.1851, -2.4908], [-1.2455, 2.1909, -1.7672], [-1.2238, 2.4031, -3.5220], [-2.8924, 3.2447, -4.4775], [-3.9645, 4.4055, -3.6759], [-4.1555, 2.6751, -3.3599]], "lumo_ev": 0.6, "energy_ha": -1990.096158, "charge": 0, "homo_lumo_gap_ev": 9.45}



(2)
{"formula": "C18H43N4O7", "method": "ωB97M-V/def2-TZVPD", "species": ["C", "C", "C", "N", "C", "N", "N", "N", "C", "C", "O", "C", "C", "O", "H", "H", "H", "H", "H", "H", "H", "H", "H", "H", "H", "H", "H", "C", "C", "O", "H", "H", "H", "H", "H", "H", "C", "C", "O", "H", "H", "H", "H", "H", "H", "C", "C", "O", "H", "H", "H", "H", "H", "H", "C", "C", "O", "H", "H", "H", "H", "H", "H", "C", "C", "O", "H", "H", "H", "H", "H", "H"], "coordinates": [[4.7618, 2.3877, -0.6484], [3.5879, 2.2637, -0.8485], [2.1459, 2.0896, -1.0699], [1.9418, 0.7976, -1.7318], [0.9154, 0.0038, -1.5321], [0.8556, -1.1836, -2.1645], [-0.0630, 0.4506, -0.6486], [-1.1278, 1.3033, -1.1621], [-2.4292, 0.9292, -0.6198], [-3.3310, 2.1212, -0.3810], [-2.7846, -0.1930, -0.4022], [-1.1969, 1.3358, -2.6356], [-0.5124, 2.4941, -3.3352], [-1.7988, 0.5036, -3.2472], [5.8234, 2.4814, -0.6315], [1.6725, 2.1083, -0.0897], [1.8232, 2.9096, -1.7114], [2.6637, 0.4915, -2.3727], [1.7658, -1.6156, -2.2869], [0.1910, -1.8225, -1.7373], [-0.4123, -0.2849, -0.0398], [-3.4077, 2.3311, 0.6822], [-4.3090, 1.8537, -0.7804], [-2.9705, 2.9830, -0.9411], [-0.4018, 3.3349, -2.6505], [0.4783, 2.1806, -3.6638], [-1.1303, 2.7876, -4.1775], [-2.7267, -4.7419, -0.4357], [-1.5330, -3.9002, -0.8204], [-0.9969, -4.2948, -2.0884], [-2.4564, -5.7966, -0.3862], [-3.1142, -4.4324, 0.5359], [-3.5263, -4.6468, -1.1741], [-0.7332, -4.0129, -0.0880], [-1.8098, -2.8374, -0.8696], [-1.6954, -4.1882, -2.7428], [-1.1073, -6.8631, -5.5039], [-1.1806, -7.8806, -4.3808], [0.0613, -7.9638, -3.6893], [-0.3186, -7.1282, -6.2081], [-2.0531, -6.8008, -6.0450], [-0.8668, -5.8734, -5.1052], [-1.3934, -8.8733, -4.7730], [-1.9725, -7.6189, -3.6698], [0.2468, -7.0903, -3.3300], [1.2654, 4.0128, 3.5673], [1.1614, 3.3524, 2.2092], [2.0274, 2.2152, 2.1006], [2.2920, 4.3255, 3.7562], [0.6123, 4.8846, 3.6273], [0.9807, 3.3137, 4.3580], [1.4639, 4.0470, 1.4248], [0.1285, 3.0378, 2.0126], [1.7711, 1.5887, 2.7850], [5.9659, 6.9115, 3.9767], [4.8274, 6.0538, 4.4944], [4.5208, 4.9821, 3.5995], [5.7179, 7.3219, 2.9974], [6.1767, 7.7358, 4.6586], [6.8762, 6.3179, 3.8641], [3.9173, 6.6443, 4.5896], [5.0738, 5.6455, 5.4794], [5.3102, 4.4392, 3.5113], [-4.8149, -1.9585, 3.3345], [-3.3217, -1.7767, 3.5267], [-2.5949, -2.0986, 2.3392], [-5.0379, -2.9852, 3.0435], [-5.3588, -1.7289, 4.2512], [-5.1851, -1.3042, 2.5412], [-2.9519, -2.4421, 4.3044], [-3.0980, -0.7463, 3.8235], [-2.9019, -1.5139, 1.6386]], "lumo_ev": -3.5, "energy_ha": -1456.952472, "charge": 1, "homo_lumo_gap_ev": 8.17}



(3)
{"formula": "C18H44BFN3O11P2S", "method": "ωB97M-V/def2-TZVPD", "species": ["C", "N", "C", "B", "O", "N", "C", "C", "C", "N", "S", "O", "O", "F", "C", "H", "H", "H", "H", "H", "H", "H", "H", "H", "H", "H", "H", "H", "H", "O", "P", "O", "C", "C", "O", "C", "C", "O", "C", "C", "H", "H", "H", "H", "H", "H", "H", "H", "H", "H", "H", "H", "H", "H", "H", "O", "P", "O", "C", "C", "O", "C", "C", "O", "C", "C", "H", "H", "H", "H", "H", "H", "H", "H", "H", "H", "H", "H", "H", "H", "H"], "coordinates": [[6.0015, 1.3148, 1.9710], [5.6824, 1.0065, 0.5269], [5.4516, -0.4645, 0.2684], [4.5961, 1.8924, -0.0495], [4.9781, 2.7537, -1.2229], [3.1478, 1.9691, 0.3947], [2.4366, 3.0379, 0.9553], [0.8691, 2.4960, 1.1638], [0.7971, 0.8838, 0.8721], [0.5492, 0.3136, 2.2580], [-0.3392, 0.2110, -0.4552], [-0.0413, 0.7020, -1.8917], [-1.8489, 0.4545, -0.1684], [-0.1286, -1.5237, -0.4734], [2.2745, 0.7382, 0.1773], [6.3877, 0.3204, 2.4814], [5.1533, 1.8551, 2.5685], [6.9382, 2.0528, 1.9555], [4.9252, -0.5410, -0.7987], [6.4828, -1.0520, 0.1511], [4.7609, -1.0023, 1.0588], [5.0050, 2.0862, -1.9958], [2.8674, 4.1239, 1.1992], [0.2283, 2.9724, 2.0189], [0.3194, 2.9314, 0.1979], [-0.4867, 0.1613, 2.3210], [1.0419, -0.5987, 2.4043], [2.7173, -0.2023, 0.7536], [2.3766, 0.4301, -0.9468], [1.0306, -4.6895, -5.0984], [1.6344, -3.2755, -5.2824], [3.1459, -3.8209, -5.6832], [3.3448, -4.3316, -6.9891], [3.3095, -3.2297, -8.0301], [1.9289, -3.0153, -3.6645], [1.1694, -3.6969, -2.6749], [1.8636, -4.9808, -2.2531], [2.3090, -1.6958, -5.4879], [1.4261, -0.7536, -6.0802], [0.1489, -0.5765, -5.2812], [2.5980, -5.1025, -7.2116], [4.3289, -4.8101, -7.0027], [2.2931, -2.8445, -8.1473], [3.6406, -3.6028, -9.0038], [3.9461, -2.3892, -7.7357], [0.1492, -3.8824, -3.0282], [1.0838, -3.0332, -1.8091], [2.1812, -5.5819, -3.1084], [1.2065, -5.5866, -1.6238], [2.7710, -4.7491, -1.6862], [1.1967, -1.0695, -7.1017], [1.9587, 0.2007, -6.1391], [-0.4410, -1.4996, -5.2665], [-0.4703, 0.2128, -5.7171], [0.3745, -0.3209, -4.2433], [-5.8694, 0.1923, 4.6325], [-5.2656, 1.6063, 4.4486], [-3.7541, 1.0609, 4.0477], [-3.5552, 0.5502, 2.7418], [-3.5905, 1.6521, 1.7008], [-4.9711, 1.8665, 6.0664], [-5.7306, 1.1849, 7.0560], [-5.0364, -0.0989, 7.4778], [-4.5910, 3.1860, 4.2431], [-5.4739, 4.1282, 3.6507], [-6.7511, 4.3053, 4.4498], [-4.3020, -0.2207, 2.5193], [-2.5711, 0.0717, 2.7282], [-4.6069, 2.0374, 1.5836], [-3.2594, 1.2790, 0.7271], [-2.9539, 2.4926, 1.9952], [-6.7508, 0.9995, 6.7027], [-5.8162, 1.8486, 7.9218], [-4.7188, -0.7001, 6.6225], [-5.6935, -0.7048, 8.1072], [-4.1290, 0.1327, 8.0447], [-5.7033, 3.8123, 2.6292], [-4.9413, 5.0825, 3.5918], [-7.3410, 3.3822, 4.4644], [-7.3703, 5.0947, 4.0139], [-6.5255, 4.5610, 5.4876]], "lumo_ev": -5.5, "energy_ha": -2909.244935, "charge": 1, "homo_lumo_gap_ev": 5.98}



Number 1: M 494.5 g mol⁻¹. Number 2: M 427.6 g mol⁻¹. Number 3: M 602.4 g mol⁻¹.